# C7H7BiO6S

C7H7BiO6S as an isolated structure at a distorted geometry (ωB97M-V/def2-TZVPD, the OMol25 dataset).

Summary:
2S+1: 1
ΔE to the lowest compared entry with this formula, charge and spin in kJ/mol: 1817.5
E_tot in eV: -36290.8184
Molar mass in g/mol: 428.17
Total charge: +2
Max |F| in eV/Å: 19.80
Frontier orbital gap (spin up / spin down) in eV: 6.1 / 5.4

Cartesian coordinates (Å):
O: 5.1350 2.6317 -1.1667
C: 4.3648 2.1514 -0.4859
Bi: -0.0671 1.1507 0.7620
O: 2.6817 0.5241 1.7749
C: 1.6151 0.7462 1.4132
C: -1.0276 0.2599 2.0651
O: -1.6260 -0.2951 2.8768
C: -1.5205 1.7675 -0.1997
O: -2.3873 2.1751 -0.8326
C: 0.0188 2.7819 1.6278
O: 0.1013 3.8150 2.1215
H: 0.7528 1.9112 -0.3504
C: 0.0392 -2.6062 -1.6221
S: -0.1392 -1.0726 -0.6387
C: -1.9599 -1.3307 -0.5714
O: 0.7600 -1.7194 0.4279
H: -0.5127 -2.5069 -2.5808
H: -0.2711 -3.5121 -1.0582
H: 1.1016 -2.7099 -1.9274
H: -2.1880 -2.3282 -0.1392
H: -2.4703 -0.6097 0.0881
H: -2.4006 -1.2241 -1.5844